This record from the OMol25 dataset describes a 2-piece molecular cluster, C2H3N3S overall. The level of theory is ωB97M-V with the def2-TZVPD basis set.

Geometry as XYZ:
```
9
Properties=species:S:1:pos:R:3:forces:R:3:mulliken_charge:R:1
S 2.1717 1.0357 0.1304 -0.205 2.272 -0.240 -0.382
N 2.2203 -1.6543 0.2497 0.327 -1.047 -0.102 -0.261
N -1.2529 0.2527 -1.3122 -2.346 -2.095 1.406 -0.734
N -1.7506 0.5783 -0.2110 2.918 -0.552 -2.278 0.472
C -1.7740 0.7186 0.9652 -2.707 1.114 2.148 -0.222
C 2.0854 -0.4962 0.1543 0.231 -0.662 0.316 0.362
H -2.7129 1.1210 1.4575 1.292 -0.625 -0.365 0.242
H -0.8546 1.0120 -1.7649 0.910 2.126 -0.887 0.244
H 1.8676 -2.5678 0.3311 -0.420 -0.533 0.002 0.279
```
Positions in Å, forces in eV/Å.

## Properties
2S+1: 1
orbital gap: 9.62 eV
HOMO level: -9.19 eV
total charge: 0